Molecular formula: C8H10N4
Method: DFT, ωB97M-V with the def2-TZVPD basis set

Geometry as XYZ:
```
22
C8H10N4 | the Open Molecules 2025 dataset | ωB97M-V with the def2-TZVPD basis set
C 2.271 0.676 -1.192
C 1.220 0.860 0.977
C 3.232 -2.061 1.547
C -0.224 0.686 -0.962
C 1.026 0.689 -0.511
C -2.529 1.861 -0.490
C -2.207 -0.596 -0.519
C -1.477 0.666 -0.214
N 3.307 0.585 -1.733
N 1.475 1.235 2.048
N 2.143 -2.486 1.156
N 1.273 -2.990 0.662
H 3.642 -2.775 2.323
H 3.624 -1.126 1.417
H -0.311 0.693 -2.054
H -2.133 2.621 -1.269
H -2.669 2.353 0.485
H -3.433 1.317 -0.832
H -1.813 -1.467 0.034
H -2.167 -0.787 -1.573
H -3.225 -0.566 -0.160
H -1.024 0.610 0.862
```

Output
Strongest force on any atom = 0.1060 Eh/bohr
Total charge = 0
Energy above the lowest of the compared OMol25 structures with the same formula, charge and spin = 105.29 kcal per mole

How is the electron density shared among the atoms? According to Mulliken, the charges in e are: -0.07, -0.17, -0.43, -0.52, 0.62, -1.15, -1.69, 1.09, -0.49, -0.45, 0.50, -0.57, 0.20, 0.32, 0.39, 0.31, 0.29, 0.33, 0.34, 0.39, 0.46, 0.30

Molecular formula: C8H10N4
Method: DFT, ωB97M-V with the def2-TZVPD basis set

Geometry as XYZ:
```
22
C8H10N4 | the Open Molecules 2025 dataset | ωB97M-V with the def2-TZVPD basis set
C 1.375 0.467 -2.766
N 0.072 1.005 -2.202
C -0.423 0.647 -1.156
C -1.716 1.207 -0.506
C -1.330 2.304 0.391
N -0.969 3.172 1.025
N 0.267 -0.603 -0.160
C 0.208 -1.818 -0.648
N 0.327 -2.822 -1.211
C 0.468 -0.242 1.254
C -0.485 -0.722 2.328
C 0.834 -1.328 2.207
H 1.353 -0.619 -2.510
H 2.198 1.032 -2.245
H 1.329 0.559 -3.892
H -2.444 0.489 -0.050
H -2.298 1.603 -1.409
H 0.931 0.790 1.411
H -1.361 -1.466 2.104
H -0.863 -0.026 3.175
H 1.662 -1.277 2.969
H 0.866 -2.354 1.893
```

Output
Strongest force on any atom = 0.0864 Eh/bohr
Total charge = 0
Energy above the lowest of the compared OMol25 structures with the same formula, charge and spin = 96.27 kcal per mole
SMILES = C/N=C(/CC#N)N(C#N)C1CC1

How is the electron density shared among the atoms? According to Mulliken, the charges in e are: -0.59, -0.50, 0.51, -0.48, 0.23, -0.41, -0.06, 0.54, -0.63, -0.14, -0.29, -0.87, 0.20, 0.25, 0.27, 0.28, 0.33, 0.45, 0.20, 0.25, 0.22, 0.24

Molecular formula: C8H10N4OS
Method: DFT, ωB97M-V with the def2-TZVPD basis set

Geometry as XYZ:
```
24
C8H10N4OS | the Open Molecules 2025 dataset | ωB97M-V with the def2-TZVPD basis set
C -3.575 -0.773 0.674
C -1.406 -1.110 -0.424
C -0.962 0.193 -0.354
C -0.989 2.257 -0.483
C 0.317 2.046 -0.512
C 1.523 2.667 0.086
C 1.637 0.032 -0.252
C 3.380 -2.129 0.130
H -4.635 -1.292 0.615
H -3.806 0.453 0.493
H -3.133 -1.120 1.784
H -1.036 -1.777 0.433
H -1.260 -1.447 -1.479
H -1.447 3.308 -0.582
H 1.294 3.827 0.358
H 4.321 -2.157 -0.893
H 3.512 -1.437 1.013
H 3.416 -3.242 0.946
N -1.732 1.223 -0.541
N 2.598 2.108 0.332
N 2.696 0.704 -0.169
N 0.369 0.635 -0.228
O -2.796 -1.256 -0.452
S 1.717 -1.712 -0.495
```

Output
Strongest force on any atom = 0.1559 Eh/bohr
Total charge = 0
Energy above the lowest of the compared OMol25 structures with the same formula, charge and spin = 128.75 kcal per mole

How is the electron density shared among the atoms? According to Mulliken, the charges in e are: -0.57, -0.68, 0.66, -0.30, 0.00, -0.01, 0.65, -0.76, 0.23, 0.23, 0.23, 0.34, 0.26, 0.34, 0.25, 0.25, 0.28, 0.28, -0.45, -0.56, -0.36, 0.07, -0.37, -0.02

Molecular formula: C8H10N5O2
Method: DFT, ωB97M-V with the def2-TZVPD basis set

Geometry as XYZ:
```
25
C8H10N5O2 | the Open Molecules 2025 dataset | ωB97M-V with the def2-TZVPD basis set
C -1.933 0.881 0.203
C -1.894 -0.343 -1.529
C -2.436 -0.287 0.588
C 3.174 0.975 0.446
C 3.254 -0.350 0.782
C 2.082 1.267 -0.339
C 1.197 -0.847 -0.456
C -1.281 1.888 -1.959
N -2.308 -1.183 -0.502
N -1.634 0.877 -1.141
N 2.323 -1.214 0.281
N 1.242 0.484 -0.773
N -2.637 -0.643 1.855
O 0.298 -1.615 -0.643
O 4.185 -0.908 1.454
H -2.020 1.717 0.808
H -1.446 -0.882 -2.370
H 3.680 1.829 0.857
H -1.240 2.750 -1.453
H -2.790 -2.018 -0.583
H 2.285 -2.242 0.522
H -0.789 1.740 -2.838
H -3.002 0.085 2.423
H -2.950 -1.606 2.256
H 4.640 -0.355 2.111
```

Output
Strongest force on any atom = 0.1113 Eh/bohr
Total charge = +1
Energy above the lowest of the compared OMol25 structures with the same formula, charge and spin = 128.12 kcal per mole

How is the electron density shared among the atoms? According to Mulliken, the charges in e are: -0.72, -0.32, 0.41, -0.65, 0.63, 0.15, 0.27, -0.41, -0.03, 0.20, -0.10, -0.23, -0.48, -0.57, -0.47, 0.46, 0.41, 0.36, 0.37, 0.21, 0.28, 0.33, 0.24, 0.25, 0.38

Molecular formula: C8H10NO
Method: DFT, ωB97M-V with the def2-TZVPD basis set

Geometry as XYZ:
```
20
C8H10NO | the Open Molecules 2025 dataset | ωB97M-V with the def2-TZVPD basis set
C -0.528 1.841 -0.852
C 0.628 2.579 -0.672
C 0.857 -2.245 0.998
C -0.028 -0.338 0.429
C 1.014 -0.119 1.294
C -1.000 0.608 -0.182
C 1.448 2.665 0.416
C -1.027 -2.491 -0.533
N -0.124 -1.719 0.281
O 1.546 -1.314 1.593
H -1.212 2.199 -1.612
H 0.875 3.231 -1.505
H 1.085 -3.288 1.116
H -1.674 0.978 0.612
H -1.646 0.070 -0.879
H 2.373 3.215 0.358
H 1.183 2.220 1.364
H -1.981 -1.980 -0.644
H -0.591 -2.656 -1.521
H -1.200 -3.457 -0.060
```

Output
Strongest force on any atom = 0.0601 Eh/bohr
Total charge = +1
Energy above the lowest of the compared OMol25 structures with the same formula, charge and spin = 115.65 kcal per mole

How is the electron density shared among the atoms? According to Mulliken, the charges in e are: -0.14, -0.20, -0.04, 0.78, -0.73, -0.49, -0.57, -0.88, 0.06, -0.20, 0.40, 0.34, 0.41, 0.34, 0.26, 0.29, 0.36, 0.33, 0.34, 0.34

Molecular formula: C8H10NO3P
Method: DFT, ωB97M-V with the def2-TZVPD basis set

Geometry as XYZ:
```
23
C8H10NO3P | the Open Molecules 2025 dataset | ωB97M-V with the def2-TZVPD basis set
H -2.796 1.228 1.406
N -2.020 1.688 1.879
C -1.034 1.802 1.108
C -1.031 1.266 -0.324
C -1.112 -0.205 -0.299
C -0.163 -1.135 -0.333
P 1.636 -0.986 -0.449
C 2.314 -0.580 1.215
C 2.062 0.345 -1.636
C -0.881 -2.452 -0.244
O -0.404 -3.553 -0.356
O -2.222 -2.212 -0.028
C -2.437 -0.879 -0.244
O -3.510 -0.375 -0.392
H -0.148 2.301 1.460
H -1.919 1.653 -0.802
H -0.146 1.604 -0.831
H 3.051 -1.330 1.436
H 2.799 0.386 1.205
H 1.579 -0.612 2.007
H 1.699 1.340 -1.413
H 1.638 0.047 -2.582
H 3.130 0.323 -1.761
```

Output
Strongest force on any atom = 0.0440 Eh/bohr
Total charge = 0
Energy above the lowest of the compared OMol25 structures with the same formula, charge and spin = 17.11 kcal per mole
SMILES = [H]/N=C\CC1=C(P(C)C)C(=O)OC1=O

How is the electron density shared among the atoms? According to Mulliken, the charges in e are: 0.29, -0.69, 0.01, -1.00, 0.88, 0.30, 0.18, -1.09, -1.18, 0.13, -0.50, -0.30, 0.31, -0.53, 0.42, 0.39, 0.18, 0.35, 0.36, 0.36, 0.36, 0.36, 0.40

Repeat the second record exactly.
Molecular formula: C8H10N4
Method: DFT, ωB97M-V with the def2-TZVPD basis set

Geometry as XYZ:
```
22
C8H10N4 | the Open Molecules 2025 dataset | ωB97M-V with the def2-TZVPD basis set
C 1.375 0.467 -2.766
N 0.072 1.005 -2.202
C -0.423 0.647 -1.156
C -1.716 1.207 -0.506
C -1.330 2.304 0.391
N -0.969 3.172 1.025
N 0.267 -0.603 -0.160
C 0.208 -1.818 -0.648
N 0.327 -2.822 -1.211
C 0.468 -0.242 1.254
C -0.485 -0.722 2.328
C 0.834 -1.328 2.207
H 1.353 -0.619 -2.510
H 2.198 1.032 -2.245
H 1.329 0.559 -3.892
H -2.444 0.489 -0.050
H -2.298 1.603 -1.409
H 0.931 0.790 1.411
H -1.361 -1.466 2.104
H -0.863 -0.026 3.175
H 1.662 -1.277 2.969
H 0.866 -2.354 1.893
```

Output
Strongest force on any atom = 0.0864 Eh/bohr
Total charge = 0
Energy above the lowest of the compared OMol25 structures with the same formula, charge and spin = 96.27 kcal per mole
SMILES = C/N=C(/CC#N)N(C#N)C1CC1

How is the electron density shared among the atoms? According to Mulliken, the charges in e are: -0.59, -0.50, 0.51, -0.48, 0.23, -0.41, -0.06, 0.54, -0.63, -0.14, -0.29, -0.87, 0.20, 0.25, 0.27, 0.28, 0.33, 0.45, 0.20, 0.25, 0.22, 0.24